[1]
{
  "formula": "C4H11N3",
  "method": "wB97M-V/def2-TZVPD",
  "homo_energy_ev": -18.66,
  "relative_energy_kcal_mol": 24.7,
  "e_lumo_ev": -7.321,
  "spin_multiplicity": 1,
  "homo_lumo_gap_ev": 11.34,
  "charge": 2,
  "symbols": ["C", "H", "H", "C", "H", "N", "H", "H", "C", "N", "C", "H", "N", "H", "H", "H", "H", "H"],
  "positions_angstrom": [[0.3808, -0.4421, -0.4292], [0.1292, -0.6055, 1.6259], [1.4163, -0.2022, -0.6537], [0.3616, 1.4981, 1.1521], [-1.2755, 0.1003, 0.8095], [-0.0179, 1.9553, 2.5173], [-1.1966, -1.4189, -1.0729], [-1.4635, -2.9826, -3.9063], [0.2186, -2.1368, -3.0071], [-0.2261, -1.1816, -1.2747], [-0.1833, 0.0993, 0.8433], [1.4526, 1.5019, 1.0809], [-0.5082, -2.7123, -3.7316], [-0.0305, 2.2167, 0.4278], [0.3891, 1.3492, 3.2458], [-1.0413, 1.9684, 2.6432], [0.3281, 2.9130, 2.6826], [1.2665, -1.9202, -2.9529]],
  "atomic_forces_ev_per_a": [[-0.2, -0.6, -1.1], [0.0, 0.0, 0.0], [0.2, 0.0, 0.0], [0.2, -0.3, -0.9], [0.0, -0.1, 0.0], [-0.1, 0.2, 0.4], [-0.1, 0.2, 0.3], [-0.2, -0.1, -0.1], [0.5, -0.5, -1.0], [-0.4, 0.0, 0.2], [-0.2, 0.0, 0.4], [-0.1, 0.1, 0.2], [0.0, 0.8, 1.3], [0.1, 0.1, 0.2], [-0.2, 0.2, -0.1], [0.3, 0.0, 0.1], [-0.1, -0.2, 0.0], [0.2, 0.1, 0.1]],
  "lowdin_charge": [-0.11, 0.15, 0.15, -0.14, 0.14, 0.21, 0.12, 0.14, 0.07, 0.13, -0.13, 0.15, 0.28, 0.15, 0.19, 0.19, 0.19, 0.13]
}

---

[2]
{
  "formula": "C5H14N2O",
  "method": "wB97M-V/def2-TZVPD",
  "homo_energy_ev": [1.30, -6.05],
  "relative_energy_kcal_mol": 13.1,
  "e_lumo_ev": [3.434, 3.382],
  "spin_multiplicity": 2,
  "homo_lumo_gap_ev": [2.13, 9.43],
  "charge": -1,
  "symbols": ["C", "C", "H", "H", "H", "C", "H", "H", "C", "H", "O", "H", "C", "N", "H", "H", "H", "H", "H", "N", "H", "H"],
  "positions_angstrom": [[-1.3511, 1.8927, 1.1717], [0.1579, -0.2147, -2.4609], [-0.0182, -3.1965, 3.4991], [2.0163, -0.3003, -1.4128], [-3.0263, 1.5233, 0.0383], [0.4476, -0.2962, 0.0801], [1.1892, -1.7649, -1.3192], [-1.6102, 1.5911, -0.9013], [0.7876, 1.1782, 0.4098], [0.2084, -0.9598, -3.2589], [0.4552, -3.4525, 2.6906], [0.8323, 1.7917, -0.4978], [1.0395, -0.6831, -1.2586], [-0.1179, 1.7822, 1.4076], [0.7499, -0.8946, 0.9357], [1.7445, 1.2033, 0.9334], [1.3914, -3.2851, 2.8831], [-0.6284, -0.3924, 0.0919], [-0.8784, -0.1157, -2.1566], [-2.0253, 1.6115, 0.0106], [-1.9676, 2.2809, 1.9656], [0.6037, 0.7009, -2.8514]],
  "atomic_forces_ev_per_a": [[0.4, 0.0, -0.4], [1.1, -0.5, 0.4], [0.1, 0.1, 0.1], [1.1, 0.6, 0.2], [0.0, 0.2, 0.0], [0.2, 1.0, 0.5], [-0.3, -0.1, 0.1], [0.3, -0.2, 0.1], [-0.6, 0.0, 1.0], [-0.1, 0.1, -0.1], [-0.2, -0.2, -0.3], [0.1, 0.0, 0.0], [-1.3, -1.1, -0.5], [0.4, -0.1, -0.1], [0.4, -0.3, -0.1], [0.3, 0.0, -0.5], [0.0, 0.1, 0.1], [-0.3, -0.2, -0.4], [-0.1, 0.2, -0.1], [-0.7, 0.1, -0.2], [-0.4, 0.0, 0.3], [-0.6, 0.2, -0.1]],
  "mulliken_spin": [0.89, 0.19, -0.40, 0.15, -0.19, 0.45, -0.36, -0.02, 0.22, -0.08, 1.29, 0.15, 0.04, -0.45, 0.27, -0.41, -0.36, -0.06, -0.04, -0.16, -0.10, 0.00]
}

---

[3]
{
  "formula": "C5H23NO6S2",
  "method": "wB97M-V/def2-TZVPD",
  "homo_energy_ev": -0.65,
  "relative_energy_kcal_mol": 0.0,
  "e_lumo_ev": 4.953,
  "spin_multiplicity": 1,
  "homo_lumo_gap_ev": 5.61,
  "charge": -2,
  "symbols": ["H", "H", "H", "H", "C", "N", "H", "H", "C", "H", "H", "H", "H", "H", "H", "H", "H", "S", "H", "H", "H", "O", "H", "H", "O", "O", "H", "O", "S", "H", "H", "H", "C", "O", "C", "C", "O"],
  "positions_angstrom": [[1.2753, -2.5406, 3.2336], [0.4980, 3.4495, -0.7650], [0.5768, 2.2872, 0.8554], [-2.5421, 1.5824, 1.4375], [-1.5608, -0.9415, -2.1408], [-0.4091, -0.7376, -1.2411], [-2.1453, -1.7056, -1.6095], [1.9989, 1.6085, -0.7694], [1.3983, 0.7575, -0.4315], [0.0118, 1.2349, -1.9897], [-1.1729, -1.4427, -3.0363], [-0.3220, 0.7685, 0.9329], [2.1038, -0.0382, -0.2077], [2.1239, -1.2370, 1.5883], [0.6095, -1.7987, 4.3724], [-0.7367, -0.6417, -0.2911], [0.8900, -2.1216, 1.0944], [-1.8074, 1.0672, -4.1447], [-2.3880, -2.1517, 2.5669], [-2.1061, 0.6640, 2.5333], [-3.3698, -0.1259, -2.7935], [3.8953, -2.9876, -0.1243], [0.3428, 3.7760, -2.2441], [3.0982, -2.8311, 0.4352], [-2.8046, 1.3123, 2.3321], [-1.8087, -1.3860, 2.5235], [3.7891, -2.3687, -0.8521], [0.3221, 4.1788, -1.3692], [1.5117, 0.7553, 2.4175], [1.0059, 0.0722, -2.5182], [-2.4354, 0.9519, -1.7592], [-0.9285, -1.7276, 2.7442], [-2.3729, 0.2750, -2.5965], [0.6279, -2.6725, 3.9574], [0.6621, 1.2021, 0.8378], [0.4911, 0.3349, -1.5870], [1.7753, -2.1584, 1.4653]],
  "atomic_forces_ev_per_a": [[-0.2, 0.0, -0.1], [-0.1, -0.1, 0.0], [-0.3, 0.1, -0.1], [-0.3, 0.1, 0.3], [1.0, -0.6, 0.0], [-0.2, -0.2, 0.0], [-0.4, 0.3, -0.1], [0.1, -0.1, -0.1], [0.0, -0.1, -0.4], [-0.7, 0.1, 0.4], [-0.1, 0.1, -0.1], [-0.4, 0.0, -0.3], [0.1, -0.2, 0.2], [-0.9, 0.3, 0.3], [0.0, 0.0, -0.1], [-0.1, 0.2, 0.0], [0.0, 0.5, -0.2], [0.1, 0.1, 0.1], [0.0, 0.0, 0.0], [-0.4, 0.0, 0.2], [-0.2, 0.2, 0.2], [-0.2, -0.1, 0.1], [-0.2, -0.2, 0.0], [0.3, 0.0, -0.2], [0.5, 0.0, -0.5], [0.2, -0.1, -0.1], [-0.1, 0.0, 0.0], [0.2, 0.2, 0.0], [0.2, 0.0, -0.1], [0.6, -0.4, 0.3], [-0.1, 0.5, 0.3], [0.1, 0.0, 0.2], [0.0, -0.8, -0.4], [0.1, 0.2, 0.1], [0.7, -0.2, 0.7], [0.0, 0.9, -0.6], [0.8, -0.9, 0.0]],
  "lowdin_charge": [0.00, -0.01, 0.02, 0.03, -0.33, -0.08, 0.09, 0.10, -0.27, 0.05, 0.08, 0.00, 0.06, -0.06, 0.02, 0.06, 0.05, 0.06, 0.04, -0.01, 0.02, -0.11, 0.03, -0.01, -0.10, -0.06, 0.02, -0.07, 0.25, 0.11, 0.03, 0.00, -0.77, -0.11, -0.68, -0.29, -0.15]
}

---

[4]
{
  "formula": "C2H3BrO",
  "method": "wB97M-V/def2-TZVPD",
  "homo_energy_ev": -10.32,
  "relative_energy_kcal_mol": 23.6,
  "e_lumo_ev": 0.527,
  "spin_multiplicity": 1,
  "smiles": "O=CCBr",
  "homo_lumo_gap_ev": 10.85,
  "symbols": ["Br", "H", "H", "H", "C", "O", "C"],
  "positions_angstrom": [[-2.0884, -0.3867, 0.3751], [0.1090, -1.4785, 0.3433], [0.1445, 1.6934, 0.3020], [-0.1645, -0.5599, -1.4182], [-0.2780, -0.4467, -0.2933], [1.7268, 0.4833, 0.4450], [0.5506, 0.6951, 0.2462]],
  "atomic_forces_ev_per_a": [[-0.4, 0.4, -0.4], [-0.6, 3.0, -2.4], [-0.6, 0.6, 0.3], [-0.4, 0.1, 1.5], [1.1, -3.3, 1.8], [-0.7, 0.5, 0.3], [1.7, -1.2, -0.9]],
  "lowdin_charge": [0.60, 0.14, 0.11, 0.09, -0.61, 0.04, -0.37]
}